Record 1
{"formula": "C39H34ClN3RhSSi2", "method": "the ωB97M-V functional and the def2-TZVPD basis", "homo_lumo_gap_ev": [5.92, 5.75], "total_charge": 1, "multiplicity": 5, "lumo_ev": [-2.954, -4.881], "e_tot_ha": -3218.4086, "species": ["C", "C", "C", "H", "C", "C", "H", "H", "H", "H", "Rh", "Si", "C", "C", "H", "C", "H", "C", "H", "C", "H", "C", "H", "C", "C", "H", "C", "H", "C", "H", "C", "H", "C", "H", "H", "Si", "C", "C", "H", "C", "H", "C", "H", "C", "H", "C", "H", "C", "C", "H", "C", "H", "C", "H", "C", "H", "C", "H", "H", "Cl", "N", "C", "C", "C", "C", "C", "C", "N", "C", "C", "C", "S", "C", "N", "H", "H", "H", "H", "H", "H", "H"], "coordinates": [[-2.169764, -1.427304, 4.266404], [-2.535222, -0.696642, 3.085221], [-2.155491, -1.482701, 1.945489], [-3.072865, 0.254636, 3.047512], [-1.533293, -2.690517, 2.420318], [-1.551325, -2.653552, 3.861021], [-1.148226, -3.418261, 4.516799], [-2.366292, -1.123393, 5.293275], [-2.340815, -1.232517, 0.901716], [-1.118071, -3.477719, 1.808230], [-0.584835, -1.075896, 3.089752], [-1.226200, -0.681648, -3.573621], [-0.538022, 0.936057, -4.278885], [0.818956, 1.025160, -4.594916], [1.480180, 0.182900, -4.374967], [1.334559, 2.158048, -5.229875], [2.391812, 2.200989, -5.477629], [0.483510, 3.208508, -5.561477], [0.883076, 4.100593, -6.048936], [-0.885533, 3.096832, -5.303091], [-1.561801, 3.901024, -5.594829], [-1.398468, 1.966444, -4.663790], [-2.469730, 1.868190, -4.456055], [-0.189243, -1.887776, -4.537667], [-0.613509, -2.169678, -5.850169], [-1.508776, -1.689231, -6.260402], [0.115169, -3.060722, -6.639028], [-0.208240, -3.262924, -7.667042], [1.245694, -3.701888, -6.107706], [1.783852, -4.437249, -6.705742], [1.700251, -3.379997, -4.824206], [2.587970, -3.870146, -4.410512], [1.010039, -2.423935, -4.065838], [1.416222, -2.122462, -3.097622], [-2.611351, -0.749878, -4.092595], [1.378602, 1.104317, -0.927701], [0.483304, -0.577184, -1.207892], [-0.941450, -0.763666, -1.677744], [-1.669658, 0.016371, -1.398457], [-1.508105, -2.103960, -1.475023], [-2.503118, -2.285888, -1.914688], [-0.827661, -3.109201, -0.840691], [-1.308778, -4.091085, -0.670343], [0.516638, -2.932036, -0.487609], [1.067111, -3.746294, -0.017885], [1.148303, -1.696402, -0.714410], [2.219596, -1.609853, -0.454612], [-0.075001, 2.292524, -1.102349], [-1.224446, 1.985794, -0.361482], [-1.241186, 1.082598, 0.243342], [-2.349662, 2.805083, -0.413075], [-3.284225, 2.489931, 0.056935], [-2.244003, 4.041099, -1.054754], [-3.058037, 4.761807, -0.970259], [-1.093361, 4.365303, -1.786530], [-1.032797, 5.319383, -2.312535], [-0.029531, 3.467190, -1.847263], [0.838956, 3.679096, -2.469101], [2.747636, 1.385546, -1.315643], [1.602346, 1.064458, 1.214188], [2.340197, 0.617571, 5.904356], [1.350078, 1.513996, 6.291456], [1.382401, 2.560389, 7.199850], [0.195113, 3.294354, 7.369243], [-0.959611, 2.979430, 6.624255], [-0.969628, 1.925290, 5.696818], [0.209596, 1.200316, 5.513298], [0.544990, 0.143001, 4.665798], [1.828001, -0.191641, 4.933255], [2.495175, -1.256755, 4.228169], [3.784932, -1.746808, 4.370660], [4.047456, -3.059415, 3.279639], [2.402045, -2.907765, 2.706366], [1.725604, -1.928362, 3.287412], [3.283608, 0.545540, 6.270091], [2.310522, 2.765255, 7.738795], [0.170025, 4.117072, 8.084900], [-1.856920, 3.580798, 6.779535], [-1.849567, 1.644239, 5.109698], [4.508381, -1.340919, 5.069686], [1.981932, -3.583895, 1.963173]], "forces_ev_per_angstrom": [[-3.5, -0.9, 1.3], [-3.6, -0.1, 0.6], [-2.1, -0.4, -1.2], [0.3, -0.4, 0.1], [-1.5, -1.9, -0.1], [-1.9, -1.9, 0.8], [-0.1, 0.2, -0.1], [0.2, 0.0, -0.3], [0.2, 0.0, 0.4], [-0.1, 0.0, 0.1], [12.5, 5.6, -1.4], [1.6, 1.2, -1.5], [-0.5, -0.2, 0.1], [0.3, 0.3, 0.0], [-0.1, 0.3, -0.1], [-0.1, -0.2, 0.2], [-0.1, 0.1, 0.0], [-0.2, 0.0, -0.1], [-0.2, -0.3, 0.1], [-0.1, 0.1, 0.1], [0.2, -0.2, 0.0], [0.3, 0.2, 0.0], [0.4, 0.2, -0.1], [-0.3, -0.2, -0.1], [0.4, -0.4, 0.1], [0.3, -0.2, 0.2], [0.1, 0.0, 0.0], [0.2, 0.0, 0.5], [-0.1, 0.2, 0.1], [-0.1, 0.2, 0.1], [-0.2, 0.2, -0.2], [-0.3, 0.2, -0.2], [0.2, -0.7, -0.2], [-0.3, -0.2, -0.3], [-0.2, -0.2, 0.6], [-2.6, -0.8, 1.1], [0.8, -0.1, 0.2], [-0.1, 0.0, -0.7], [0.3, -0.1, 0.1], [-0.4, -1.0, 0.7], [0.4, 0.0, 0.5], [-0.9, -0.4, -0.6], [0.3, 0.7, -0.3], [0.7, 0.1, 0.3], [-0.1, 0.1, -0.3], [0.0, 0.2, 0.1], [-0.6, 0.0, 0.0], [0.8, 0.2, 0.1], [-0.2, 0.2, -0.2], [0.0, 0.1, 0.0], [0.4, 0.1, 0.1], [0.3, 0.3, 0.1], [0.1, 0.1, -0.3], [0.1, -0.2, -0.2], [-0.3, 0.0, 0.2], [0.0, -0.3, 0.2], [-0.2, 0.1, 0.0], [-0.2, 0.1, 0.1], [0.2, 0.0, -0.6], [0.2, -0.1, -0.3], [0.1, -0.5, -0.4], [-0.3, 0.0, -0.4], [-0.4, 0.3, 0.3], [0.6, -0.5, -0.2], [0.1, -0.5, -0.3], [-0.1, 0.2, 0.0], [1.0, -0.1, 0.4], [1.2, -0.5, 0.2], [-2.0, 1.6, 0.4], [0.9, -1.4, -0.7], [-1.2, 0.5, -0.3], [-1.0, 0.6, 0.2], [0.2, 1.1, 1.2], [0.8, -0.8, -0.3], [-0.4, 0.2, -0.1], [-0.5, 0.1, 0.0], [0.0, -0.2, -0.3], [0.2, -0.3, -0.1], [0.2, 0.3, 0.3], [0.1, -0.4, -0.3], [0.1, 0.3, 0.2]]}

=====

Record 2
{"formula": "C32H35AuClFN9O7S", "method": "the ωB97M-V functional and the def2-TZVPD basis", "homo_lumo_gap_ev": 5.69, "total_charge": 1, "lumo_ev": -4.935, "e_tot_ha": -3353.6363, "species": ["Au", "N", "C", "C", "C", "C", "C", "C", "S", "O", "O", "N", "C", "N", "C", "C", "C", "N", "H", "H", "H", "H", "H", "H", "H", "H", "H", "C", "C", "C", "C", "C", "O", "C", "C", "C", "C", "C", "C", "Cl", "C", "C", "C", "N", "C", "N", "C", "N", "H", "H", "H", "H", "H", "H", "H", "H", "H", "H", "H", "H", "H", "H", "H", "H", "H", "H", "H", "H", "H", "H", "F", "C", "C", "N", "C", "C", "O", "O", "C", "O", "N", "C", "O", "H", "H", "H", "H"], "coordinates": [[1.102966, 1.522635, -1.747380], [-5.872654, 3.218098, -5.370643], [-4.893510, 2.567007, -4.694073], [-5.193857, 1.841613, -3.528123], [-4.203848, 1.177272, -2.844773], [-2.893389, 1.221591, -3.317794], [-2.575234, 1.934745, -4.473116], [-3.564894, 2.601442, -5.154632], [-1.649233, 0.379049, -2.470416], [-0.582367, 0.025749, -3.379343], [-2.209214, -0.627719, -1.621463], [-0.862775, 1.518375, -1.513579], [-1.346515, 2.002852, -0.305560], [-2.658650, 1.989938, -0.116933], [-3.081130, 2.507294, 1.031619], [-2.215395, 3.035110, 1.976692], [-0.868768, 2.980798, 1.672443], [-0.412660, 2.456638, 0.534622], [-6.824611, 3.186995, -5.057344], [-5.671023, 3.725241, -6.211696], [-6.216323, 1.801761, -3.175043], [-4.429454, 0.615154, -1.950540], [-1.557276, 1.942394, -4.838183], [-3.328563, 3.144887, -6.060296], [-4.152633, 2.496755, 1.194067], [-2.573121, 3.457795, 2.902743], [-0.121433, 3.363138, 2.358192], [1.653127, -4.769982, 2.190465], [0.624131, -3.956998, 2.988359], [-0.659270, -3.795831, 2.172961], [0.258480, -4.788664, 4.229955], [1.244852, -2.597586, 3.443975], [2.315551, -2.883436, 4.362232], [0.298555, -1.625805, 4.203020], [-0.561526, -0.565600, 3.486883], [-1.947823, -0.969692, 3.057784], [-2.888031, -1.383675, 3.998837], [-4.161450, -1.768649, 3.615364], [-4.502381, -1.736488, 2.270328], [-6.095867, -2.216099, 1.779833], [-3.590319, -1.321468, 1.316350], [-2.321925, -0.935622, 1.722303], [2.127417, -1.848284, 2.405123], [1.614641, -1.368232, 1.115118], [1.538585, -0.105028, 0.734591], [1.205148, -0.079150, -0.552362], [1.098620, -1.389989, -0.926268], [1.354155, -2.186746, 0.070148], [1.286954, -5.790367, 2.071757], [2.607608, -4.818659, 2.715738], [1.812824, -4.365215, 1.193435], [-0.928586, -4.764296, 1.748120], [-0.563159, -3.099522, 1.345021], [-1.490502, -3.470904, 2.797376], [-0.287467, -5.674168, 3.903614], [-0.391000, -4.256360, 4.926682], [1.139608, -5.148278, 4.764733], [1.951225, -3.340000, 5.127798], [0.977622, -1.083192, 4.864024], [-0.348106, -2.213030, 4.857629], [-0.041952, -0.154265, 2.623650], [-0.663265, 0.268913, 4.186964], [-2.626976, -1.407736, 5.050870], [-4.887932, -2.089584, 4.348622], [-3.856883, -1.304254, 0.269475], [-1.609374, -0.626862, 0.964737], [2.983493, -2.480900, 2.182377], [2.502365, -0.959092, 2.912049], [1.716079, 0.754877, 1.356568], [0.815197, -1.706252, -1.915717], [7.673803, 3.411348, -0.987802], [6.993032, 2.918918, -2.017877], [5.855316, 3.477591, -2.426661], [5.155505, 2.985677, -3.517189], [3.830910, 3.465223, -3.812186], [2.784688, 2.755815, -3.004401], [1.554468, 3.065901, -3.081514], [3.085090, 1.801878, -2.212904], [5.559022, 1.833926, -4.185516], [4.894976, 1.335509, -5.064718], [6.763459, 1.323991, -3.762112], [7.551760, 1.737313, -2.683888], [8.557012, 1.159867, -2.369640], [5.451427, 4.353947, -1.938811], [3.609466, 3.271207, -4.862851], [3.752074, 4.538811, -3.638824], [7.081112, 0.498636, -4.253081]], "forces_ev_per_angstrom": [[0.3, -0.2, 0.1], [0.0, 0.0, 0.0], [0.0, 0.0, 0.0], [0.0, 0.0, 0.0], [0.0, 0.0, 0.0], [0.0, 0.0, 0.1], [0.0, 0.0, 0.0], [0.0, 0.0, 0.0], [0.0, 0.0, 0.0], [0.0, 0.0, 0.0], [0.0, 0.0, 0.1], [0.1, 0.3, -0.2], [0.0, -0.1, 0.1], [0.0, 0.0, 0.0], [0.0, 0.0, 0.0], [0.0, 0.0, 0.0], [0.0, 0.0, 0.0], [0.0, 0.0, 0.0], [0.0, 0.0, 0.0], [0.0, 0.0, 0.0], [0.0, 0.0, 0.0], [0.0, 0.0, 0.0], [0.0, 0.0, 0.0], [0.0, 0.0, 0.0], [0.0, 0.0, 0.0], [0.0, 0.0, 0.0], [0.0, 0.0, 0.0], [0.0, 0.0, 0.0], [0.0, 0.0, 0.0], [0.0, 0.0, 0.0], [0.0, 0.0, 0.0], [0.0, 0.1, 0.0], [0.0, 0.0, 0.0], [0.0, 0.0, 0.0], [0.0, 0.0, 0.0], [0.0, 0.0, 0.0], [0.0, 0.0, 0.0], [0.0, 0.0, 0.0], [0.0, 0.0, 0.0], [0.0, 0.0, 0.0], [0.0, 0.0, 0.0], [0.0, 0.0, 0.0], [0.0, -0.1, 0.1], [0.0, 0.1, 0.0], [0.0, 0.1, 0.0], [-0.1, 0.1, -0.1], [-0.1, 0.0, 0.1], [0.0, -0.1, 0.0], [0.0, 0.0, 0.0], [0.0, 0.0, 0.0], [0.0, 0.0, 0.0], [0.0, 0.0, 0.0], [0.0, 0.1, -0.1], [0.0, 0.0, 0.0], [0.0, 0.0, 0.0], [0.0, 0.0, 0.0], [0.0, 0.0, 0.0], [0.0, 0.0, 0.0], [0.0, 0.0, 0.0], [0.0, 0.0, 0.0], [0.0, 0.0, 0.0], [0.0, 0.0, 0.0], [0.0, 0.0, 0.0], [0.0, 0.0, 0.0], [0.0, 0.0, 0.0], [0.0, 0.0, 0.0], [0.0, 0.0, 0.0], [0.0, 0.0, 0.0], [0.0, 0.0, 0.0], [0.0, 0.0, 0.0], [0.0, 0.0, 0.0], [0.0, 0.0, 0.0], [0.1, 0.1, 0.0], [0.0, -0.1, 0.0], [0.0, 0.0, -0.1], [0.0, 0.0, 0.0], [-0.2, -0.1, 0.2], [0.0, 0.1, -0.1], [0.0, 0.0, 0.0], [0.0, 0.0, 0.0], [0.0, 0.0, 0.0], [0.0, 0.0, 0.0], [0.0, 0.0, 0.0], [0.0, 0.0, 0.0], [0.0, 0.0, 0.0], [0.0, 0.0, 0.0], [0.0, 0.0, 0.0]]}

=====

Result set for ΔE to the lowest compared entry with this formula, charge and spin: 0.0 0.0 kJ/mol, one per record in the order listed.